# 1
Here is a cluster of 13 separate species, C52H81Br6N3O30 in total at a distorted geometry from OMol25. Energies are from the ωB97M-V functional and the def2-TZVPD basis.

## Properties
- Highest occupied orbital energy (alpha / beta): -1.598 / -4.969 eV
- Charge: -1
- Energy relative to the best compared isomer or geometry (same formula, charge and spin): 0.3567 eV
- E_LUMO (alpha / beta): 0.3 / 0.3 eV
- Multiplicity: 2
- ⟨S²⟩: 0.763

```
172
Properties=species:S:1:pos:R:3:lowdin_charge:R:1
C -4.6249 2.7472 0.8177 -0.148
C -4.1439 1.6033 0.2574 -0.123
C -3.6833 1.6269 -1.0448 -0.043
C -3.8040 2.7395 -1.8460 -0.191
C -4.3221 3.8717 -1.2621 -0.053
C -4.6852 3.9625 0.0715 -0.083
N -3.4321 2.6836 -3.2449 -0.439
O -4.0069 3.4047 -4.0903 -0.108
O -2.5473 1.8496 -3.5876 -0.125
H -4.9908 2.8030 1.8323 0.082
H -4.1108 0.6850 0.8249 0.085
H -3.2423 0.7419 -1.4790 0.095
H -4.3782 4.7890 -1.8294 0.107
H -5.0775 4.8443 0.5561 0.086
C -2.0706 -7.2573 3.7976 -0.095
C -2.8729 -6.3253 3.1590 -0.076
C -4.0760 -6.7335 2.6603 -0.045
C -4.5810 -8.0163 2.8375 -0.127
C -3.7736 -8.9533 3.5226 -0.004
C -2.5624 -8.5288 4.0088 -0.083
N -5.8889 -8.3752 2.2437 -0.354
O -6.1399 -7.8220 1.1880 0.066
O -6.6264 -9.1982 2.7481 0.076
H -1.0753 -6.9686 4.1016 0.078
H -2.5399 -5.3074 3.0203 0.092
H -4.7360 -5.9941 2.2313 0.111
H -4.1693 -9.9405 3.7105 0.114
H -1.9496 -9.2484 4.5312 0.107
C 1.1665 -0.0850 5.8252 -0.051
C 1.5297 -0.5396 4.5647 -0.041
C 1.2961 -1.8685 4.1739 0.016
C 0.6140 -2.7702 4.9953 -0.137
C 0.2779 -2.2853 6.2613 -0.022
C 0.5399 -0.9809 6.6933 -0.056
N 0.3061 -4.1613 4.5992 -0.292
O 0.3257 -4.4590 3.4092 0.042
O -0.0810 -4.9940 5.4349 0.059
H 1.3011 0.9445 6.1224 0.108
H 2.0033 0.1906 3.9253 0.084
H 1.5932 -2.1536 3.1755 0.107
H -0.3303 -2.9271 6.8813 0.116
H 0.1887 -0.6447 7.6577 0.108
C 1.2229 1.4179 -1.3217 -0.049
C -0.0183 0.6622 -0.7491 -0.143
O 0.0895 -0.7872 -0.8406 0.062
C -0.7645 -1.4602 -0.1266 -0.530
O -1.8715 -1.0398 0.2896 0.083
O -0.3014 -2.7065 0.1608 -0.013
C -1.1128 -3.6003 0.7996 -0.107
H 0.9203 2.4017 -1.6803 0.062
H 1.7626 0.9137 -2.1233 0.026
H 1.8477 1.5740 -0.4423 0.040
H -0.8183 0.8798 -1.4569 0.107
H -0.2454 1.0657 0.2376 0.098
H -0.6454 -4.5825 0.8700 0.021
H -2.1117 -3.6333 0.3646 0.077
H -1.0891 -3.1160 1.7758 0.079
C 4.6506 -1.6103 -0.2311 -0.013
C 3.5956 -0.9195 0.6926 -0.159
O 4.3353 -0.0922 1.5543 0.056
C 4.6667 1.1227 1.3393 -0.617
O 4.3776 1.8317 0.4001 0.125
O 5.3744 1.5570 2.3923 -0.001
C 5.8856 2.8443 2.4329 -0.078
H 5.0208 -0.8496 -0.9183 0.080
H 4.1637 -2.3958 -0.8091 0.063
H 5.4498 -2.0807 0.3417 0.083
H 3.0909 -1.6497 1.3252 0.113
H 2.7925 -0.4721 0.1069 0.113
H 6.3359 3.2443 1.5244 0.104
H 6.7759 2.7275 3.0508 0.099
H 5.2261 3.6002 2.8592 0.072
C -5.0788 -2.7337 0.0131 -0.040
C -5.6714 -2.6184 1.4463 -0.197
O -4.9507 -1.6091 2.1610 0.004
C -3.7753 -1.9035 2.8758 -0.524
O -3.2988 -2.9763 3.0648 0.127
O -3.5437 -0.9060 3.7220 0.001
C -2.5626 -1.0513 4.7014 -0.064
H -5.1602 -1.7634 -0.4768 0.077
H -5.4659 -3.5202 -0.6348 0.076
H -3.9990 -2.8595 0.0920 0.042
H -5.6346 -3.6243 1.8644 0.099
H -6.7317 -2.3675 1.4760 0.120
H -2.6759 -0.3083 5.4909 0.103
H -1.5251 -1.0907 4.3695 0.083
H -2.7395 -1.9753 5.2518 0.095
C 0.2716 2.6098 -5.1459 -0.039
C 0.2436 1.0447 -4.9902 -0.211
O -0.3204 0.5368 -6.1323 0.082
C -0.4221 -0.6965 -6.3358 -0.634
O 0.0804 -1.6127 -5.6608 0.087
O -1.1611 -0.8837 -7.4044 0.013
C -1.4352 -2.1951 -7.9103 -0.040
H 0.9023 2.9329 -5.9741 0.050
H 0.7609 3.0639 -4.2843 0.042
H -0.7094 3.0827 -5.1924 0.076
H -0.4385 0.8206 -4.1702 0.114
H 1.2381 0.6300 -4.8254 0.067
H -0.6097 -2.6282 -8.4753 0.094
H -2.2296 -1.8579 -8.5761 0.090
H -1.9719 -2.9133 -7.2904 0.094
C 4.0465 7.4805 -4.6342 -0.060
C 3.8717 6.0091 -4.2677 -0.210
O 4.1329 5.8164 -2.8618 0.015
C 3.1777 5.2011 -2.1107 -0.558
O 1.9999 4.8642 -2.3522 0.063
O 3.7480 4.8706 -0.9680 -0.021
C 2.9264 4.6703 0.1850 -0.018
H 5.1016 7.6863 -4.8143 0.071
H 3.6548 8.2120 -3.9274 0.083
H 3.4503 7.5350 -5.5450 0.076
H 4.5541 5.3275 -4.7755 0.117
H 2.8459 5.7411 -4.5205 0.117
H 2.3886 5.6137 0.2792 0.104
H 3.5788 4.6314 1.0573 0.082
H 2.3190 3.8069 -0.0865 0.069
C 3.3551 3.5069 4.8213 -0.058
C 2.5956 2.9090 3.6856 -0.228
O 1.1869 3.0983 3.9583 0.032
C 0.3456 2.5502 3.0523 -0.505
O 0.6856 2.2338 1.8982 0.094
O -0.8669 2.3724 3.6193 0.000
C -2.0274 2.0045 2.9469 -0.055
H 4.3878 3.1584 4.8130 0.069
H 3.0284 3.1815 5.8090 0.082
H 3.4118 4.5854 4.6741 0.090
H 2.8539 1.8660 3.5021 0.099
H 2.8894 3.3697 2.7424 0.098
H -1.9513 1.0357 2.4533 0.091
H -2.2587 2.6274 2.0829 0.081
H -2.8834 2.1618 3.6031 0.107
C 3.0296 -6.8634 -3.1440 -0.055
C 2.9645 -5.8592 -1.9447 -0.204
O 2.4773 -4.6080 -2.4010 -0.008
C 3.3006 -3.6800 -3.0402 -0.504
O 4.4739 -3.9032 -3.4101 0.085
O 2.5204 -2.6444 -3.2670 0.038
C 2.9285 -1.5416 -3.8895 -0.144
H 3.4163 -6.4107 -4.0570 0.071
H 2.0197 -7.1966 -3.3829 0.063
H 3.7310 -7.6511 -2.8687 0.074
H 3.9898 -5.6790 -1.6215 0.117
H 2.3051 -6.3272 -1.2137 0.085
H 2.1920 -0.7393 -3.9341 0.056
H 3.1404 -1.7354 -4.9410 0.101
H 3.7860 -1.0258 -3.4575 0.035
C -0.5037 4.5797 -0.5422 -0.047
C -0.9668 5.7704 0.2976 -0.216
O -2.2424 6.2818 -0.0334 0.024
C -2.7575 7.4438 0.5067 -0.550
O -2.1924 8.2855 1.1998 0.096
O -3.9869 7.4734 0.0669 0.009
C -4.7773 8.5842 0.4539 -0.042
H 0.3479 4.0797 -0.0808 0.037
H -0.1871 4.7385 -1.5730 0.068
H -1.3872 3.9448 -0.6085 0.079
H -0.2262 6.5693 0.3346 0.113
H -0.9456 5.4016 1.3231 0.116
H -4.7842 9.3702 -0.3012 0.099
H -4.5628 8.9176 1.4693 0.094
H -5.8059 8.2401 0.5623 0.090
C 4.9691 1.5326 -5.2677 -1.405
Br 3.8093 1.4768 -6.9514 0.495
Br 5.9868 -0.2003 -5.2233 0.547
Br 3.8833 1.9573 -3.6907 0.693
H 5.6802 2.3341 -5.4678 -0.035
C -0.5053 -7.4211 -0.6163 -1.461
Br -2.3821 -6.8688 -0.5938 0.619
Br -0.1915 -9.3245 -1.1977 0.506
Br 0.3249 -7.1204 1.1777 0.592
H -0.0312 -6.7306 -1.3139 -0.041
```

# 2
Here is a cluster of 15 separate species, C52H88N12O8 in total at a distorted geometry from OMol25. Energies are from the ωB97M-V functional and the def2-TZVPD basis.

## Properties
- Highest occupied orbital energy: -7.789 eV
- Charge: 0
- Energy relative to the best compared isomer or geometry (same formula, charge and spin): 1.1649 eV
- E_LUMO: 0.2 eV

```
160
Properties=species:S:1:pos:R:3:lowdin_charge:R:1
C 6.4085 2.5864 0.4752 -0.003
C 5.2067 3.5167 0.4260 -0.476
O 4.0871 3.0550 0.3534 0.037
C 5.4374 5.0033 0.5057 -0.013
H 7.2902 3.1688 0.7420 0.078
H 6.5388 2.1938 -0.5349 0.086
H 6.2594 1.7696 1.1750 0.069
H 5.6472 5.3293 1.5246 0.099
H 4.5898 5.4927 0.0346 0.073
H 6.3562 5.2440 -0.0379 0.083
C -4.2146 0.7867 -1.9464 0.008
C -5.6808 0.9389 -1.6536 -0.469
O -6.0881 1.6551 -0.7652 0.048
C -6.6424 -0.0199 -2.3261 -0.004
H -3.8102 -0.1203 -1.4928 0.081
H -3.6482 1.6377 -1.5741 0.056
H -4.0535 0.6778 -3.0192 0.060
H -6.5763 -0.9994 -1.8525 0.075
H -6.3958 -0.0717 -3.3883 0.067
H -7.6653 0.3320 -2.2104 0.082
C -0.7704 -3.5956 -3.8254 -0.013
C 0.7004 -3.4668 -4.1158 -0.471
O 1.3204 -4.3793 -4.6159 0.064
C 1.4428 -2.2018 -3.6917 -0.015
H -0.9948 -3.6473 -2.7606 0.049
H -1.1503 -4.4551 -4.3699 0.096
H -1.2520 -2.6782 -4.1671 0.057
H 2.0638 -2.3412 -2.8099 0.054
H 0.8403 -1.2953 -3.6715 0.048
H 2.1591 -2.0284 -4.5039 0.092
C -0.8381 -1.2121 -1.4922 0.028
C -0.4403 0.0675 -0.7415 -0.494
O -1.1903 1.0472 -0.7488 -0.032
N 0.7901 0.0790 -0.2119 0.072
C 1.3803 1.2414 0.4587 -0.030
H 0.0255 -1.8738 -1.4874 0.045
H -1.1781 -0.9113 -2.4790 0.056
H -1.5976 -1.7424 -0.9196 0.068
H 1.3646 -0.7435 -0.2947 0.090
H 0.9353 2.1959 0.2118 0.070
H 2.4328 1.2434 0.1823 0.049
H 1.3491 1.0845 1.5382 0.060
C 2.3586 2.6547 4.0531 0.004
C 3.3397 3.0969 5.1384 -0.559
O 4.3566 3.7186 4.8663 0.016
N 3.0858 2.7684 6.4237 0.006
C 1.9687 2.0317 6.9791 -0.066
H 2.6574 3.2121 3.1692 0.075
H 1.3259 2.8088 4.3531 0.071
H 2.5484 1.5936 3.8724 0.052
H 3.8456 3.0977 7.0031 0.140
H 1.4275 1.5721 6.1572 0.071
H 1.3114 2.6293 7.6111 0.082
H 2.3934 1.2557 7.6206 0.082
C -4.2575 -2.7634 -0.2649 0.005
C -3.8063 -3.6128 -1.4373 -0.487
O -3.4546 -3.1023 -2.5015 0.003
N -3.8229 -4.9494 -1.2304 0.022
C -3.2861 -5.8704 -2.2077 -0.070
H -3.4314 -2.2133 0.1815 0.035
H -4.6306 -3.4342 0.5163 0.085
H -5.0753 -2.0992 -0.5239 0.090
H -3.9811 -5.2633 -0.2908 0.131
H -3.5676 -5.6071 -3.2248 0.091
H -3.7847 -6.8301 -2.0524 0.089
H -2.2079 -6.0161 -2.1490 0.063
C 3.7105 0.7943 -2.7126 0.028
C 3.8371 -0.5944 -2.1137 -0.526
O 3.6242 -0.7768 -0.9207 0.001
N 4.1557 -1.5774 -2.9805 -0.013
C 4.3623 -2.9539 -2.5705 -0.051
H 4.0268 0.8211 -3.7628 0.082
H 4.2701 1.5592 -2.1851 0.073
H 2.6758 1.1318 -2.8195 0.075
H 4.2297 -1.3685 -3.9586 0.133
H 5.4432 -3.1308 -2.5024 0.092
H 4.0164 -3.6090 -3.3683 0.092
H 3.9622 -3.1622 -1.5846 0.072
C -1.7919 1.4575 2.9011 -0.001
C -2.4780 2.6564 2.2752 -0.568
O -2.8343 3.5768 3.0050 0.016
N -2.7282 2.5626 0.9670 0.024
C -3.4679 3.5403 0.1964 -0.050
H -2.5347 0.8580 3.4281 0.080
H -1.1242 1.8134 3.6854 0.076
H -1.2900 0.8306 2.1619 0.052
H -2.4396 1.7002 0.5339 0.069
H -2.8799 3.8141 -0.6845 0.077
H -3.7186 4.3891 0.8221 0.090
H -4.3764 3.1232 -0.2480 0.054
N 1.5668 5.2550 1.0672 0.008
C 0.4312 4.6155 1.5107 -0.121
C 0.1710 5.2374 2.7123 -0.136
C 1.2075 6.0870 3.1168 -0.087
C 2.0198 6.1435 1.9903 -0.144
H 2.0668 5.0271 0.2258 0.126
H -0.2364 3.9772 0.9586 0.092
H -0.6385 4.9265 3.3619 0.087
H 1.3448 6.5950 4.0536 0.092
H 2.9910 6.5847 1.8232 0.098
N 4.6862 -1.3388 2.0124 0.019
C 5.0564 -2.2548 2.9494 -0.129
C 5.1324 -1.5628 4.1473 -0.117
C 4.7237 -0.2264 3.9245 -0.103
C 4.4454 -0.1193 2.5731 -0.136
H 4.6202 -1.4777 1.0135 0.116
H 5.3003 -3.2680 2.6825 0.111
H 5.4197 -1.9861 5.0967 0.097
H 4.6794 0.5509 4.6695 0.094
H 4.2034 0.6833 1.8923 0.099
N -0.3955 2.2453 -3.2835 0.046
C -0.4471 3.5828 -3.5822 -0.130
C -0.1038 3.7260 -4.8902 -0.129
C 0.3406 2.4865 -5.3664 -0.111
C 0.1907 1.5807 -4.3275 -0.159
H -0.7050 1.8166 -2.4223 0.092
H -0.9374 4.3004 -2.9419 0.106
H -0.1223 4.6425 -5.4592 0.094
H 0.7677 2.2683 -6.3320 0.091
H 0.4269 0.5388 -4.1905 0.074
N -3.8836 -2.2895 2.2579 -0.039
C -5.1359 -2.2793 2.8014 -0.126
C -5.7330 -1.0843 2.4405 -0.079
C -4.7852 -0.3281 1.7403 -0.083
C -3.6169 -1.0675 1.6907 -0.194
H -3.3219 -3.1138 2.1773 0.116
H -5.4891 -3.1116 3.3867 0.108
H -6.7465 -0.8053 2.6771 0.098
H -4.9047 0.6651 1.3372 0.094
H -2.6908 -0.9261 1.1563 0.106
N -3.4849 -1.4166 -4.7945 0.032
C -4.5589 -0.9701 -5.5194 -0.146
C -4.2812 0.3023 -5.9737 -0.107
C -3.0416 0.6958 -5.4024 -0.098
C -2.5776 -0.4033 -4.7104 -0.178
H -3.5146 -2.2186 -4.1627 0.098
H -5.4664 -1.5305 -5.6727 0.105
H -4.9140 0.9193 -6.5899 0.089
H -2.5666 1.6457 -5.5855 0.090
H -1.6138 -0.5470 -4.2531 0.061
N 0.5056 -3.2361 1.1456 0.056
C 1.3858 -3.3981 0.1135 -0.126
C 0.7460 -4.1727 -0.8275 -0.123
C -0.5342 -4.5390 -0.3540 -0.087
C -0.6384 -3.9184 0.8783 -0.121
H 0.6521 -2.6899 1.9881 0.083
H 2.3540 -2.9248 0.0812 0.090
H 1.1064 -4.4541 -1.8071 0.093
H -1.1892 -5.2234 -0.8635 0.062
H -1.4262 -3.9072 1.6123 0.094
N 1.9004 -1.9135 3.7853 0.028
C 1.6288 -3.1072 4.3798 -0.117
C 0.2502 -3.2395 4.4658 -0.101
C -0.2944 -2.0730 3.9083 -0.140
C 0.7321 -1.2092 3.6069 -0.132
H 2.8448 -1.5591 3.7294 0.077
H 2.4571 -3.7438 4.6448 0.112
H -0.2248 -4.0914 4.9228 0.095
H -1.3502 -1.8440 3.8829 0.091
H 0.8136 -0.2265 3.1742 0.085
```

Q: Look up the energy relative to the best compared isomer or geometry (same formula, charge and spin) of the second one.
A: 1.1649 eV

Q: Number 1 is which compound?
A: C52H81Br6N3O30